A structure of composition C37H55BrO3PS2TeZr. Source: the OMol25 dataset; level of theory: ωB97M-V with the def2-TZVPD basis set.

Last column: Mulliken charge in e.
CARTESIAN COORDINATES (ANGSTROEM)
Zr: -1.2027 0.2710 0.4484  -0.8726
C: -2.3886 3.0325 -1.8817  -0.8306
C: -1.7400 1.7842 -2.4071  1.1762
C: -2.4285 0.9420 -3.2734  -0.6413
C: -1.7680 -0.0363 -4.0098  0.5698
C: -2.5066 -0.8798 -5.0099  -1.7546
C: -0.3959 -0.1925 -3.8299  -0.7289
C: 0.3059 0.5598 -2.8994  0.2251
C: 1.7776 0.3280 -2.7088  -1.3656
C: -0.3764 1.5480 -2.1756  -0.0589
H: -3.4631 3.0192 -2.0596  0.4589
H: -1.9758 3.8994 -2.4015  0.5270
H: -2.1965 3.1727 -0.8183  -0.5266
H: -3.4884 1.1053 -3.4425  0.3908
H: -2.3712 -0.4784 -6.0154  0.3611
H: -3.5754 -0.9006 -4.8031  0.3980
H: -2.1344 -1.9036 -5.0154  0.3663
H: 0.1306 -0.9471 -4.4036  0.3552
H: 2.3255 0.6115 -3.6088  0.5362
H: 1.9798 -0.7289 -2.5220  0.2708
H: 2.1721 0.9058 -1.8769  -0.2004
H: 0.1961 2.2594 -1.5908  0.5016
C: 2.2202 -6.6624 -1.1120  -2.1311
C: 2.8466 -5.8605 0.0284  1.6852
C: 4.3412 -5.6817 -0.2681  -1.5996
C: 2.6748 -6.6515 1.3330  -1.5479
C: 2.1928 -4.4906 0.1928  -0.3379
C: 1.1221 -4.0744 -0.5814  0.3532
C: 0.5892 -2.8212 -0.3503  0.5927
Br: -0.8390 -2.2098 -1.4433  -0.1314
C: 1.0539 -1.9485 0.6245  -0.4767
O: 0.4469 -0.7488 0.7394  2.7869
C: 2.1253 -2.3600 1.4363  -1.1929
C: 2.6600 -3.6158 1.1753  -0.3519
C: 2.6288 -1.5241 2.6145  2.6989
C: 3.9101 -2.1055 3.2169  -2.3859
C: 1.5418 -1.5329 3.6986  -1.7942
C: 2.9196 -0.0762 2.2050  -1.4162
H: 2.7334 -7.6194 -1.2057  0.4285
H: 2.3110 -6.1446 -2.0681  0.4001
H: 1.1653 -6.8730 -0.9279  0.3847
H: 4.8138 -6.6565 -0.3951  0.4698
H: 4.8581 -5.1672 0.5422  0.3117
H: 4.4908 -5.1080 -1.1839  0.3627
H: 3.1371 -7.6349 1.2389  0.4669
H: 1.6181 -6.7900 1.5664  0.3415
H: 3.1429 -6.1412 2.1746  0.3078
H: 0.7031 -4.6985 -1.3555  0.5902
H: 3.4892 -3.9472 1.7821  0.3717
H: 3.7536 -3.0926 3.6537  0.4287
H: 4.2500 -1.4482 4.0173  0.4539
H: 4.7105 -2.1722 2.4784  0.4488
H: 1.3414 -2.5513 4.0366  0.4166
H: 0.6176 -1.0985 3.3221  0.0792
H: 1.8655 -0.9418 4.5571  0.4959
H: 3.6418 -0.0361 1.3856  0.4579
H: 3.3479 0.4578 3.0551  0.5739
H: 2.0163 0.4500 1.9082  -0.3909
C: -5.3312 0.2892 1.7737  -1.1634
P: -4.6656 1.2780 0.4415  1.0106
C: -4.6646 2.9808 0.9778  -1.0462
C: -5.7595 1.0965 -0.9603  -1.1534
O: -3.2523 0.8366 0.0834  -0.9873
H: -6.3628 0.5718 1.9823  0.5284
H: -4.7229 0.4579 2.6635  0.1868
H: -5.2838 -0.7652 1.5033  0.3337
H: -5.6436 3.2647 1.3609  0.5380
H: -4.3948 3.6317 0.1473  0.2373
H: -3.9117 3.0893 1.7617  0.2700
H: -6.7788 1.3670 -0.6875  0.4521
H: -5.7376 0.0576 -1.2889  0.3338
H: -5.4257 1.7369 -1.7744  0.2609
C: 2.3250 6.4256 -3.0077  -1.6262
C: 1.7195 5.5951 -1.9114  0.5521
C: 2.3679 4.4742 -1.4130  -1.1163
C: 1.8127 3.6891 -0.4065  0.8581
C: 2.5854 2.5100 0.1126  -0.6626
C: 0.5526 4.0227 0.0971  0.3288
Te: -0.3838 2.8061 1.5843  0.1724
C: -0.0784 5.2042 -0.3203  0.7800
C: -1.3278 5.7331 0.3328  -1.4548
C: 0.5078 5.9547 -1.3333  -0.8874
H: 3.1646 5.9128 -3.4740  0.3668
H: 2.6888 7.3780 -2.6184  0.3478
H: 1.5897 6.6492 -3.7808  0.3733
H: 3.3372 4.1988 -1.8135  0.3425
H: 3.5110 2.3707 -0.4458  0.4163
H: 2.0069 1.5861 0.0671  -0.6439
H: 2.8426 2.6573 1.1640  0.5102
H: -2.1560 5.0252 0.2981  0.0680
H: -1.6450 6.6604 -0.1423  0.3882
H: -1.1469 5.9374 1.3891  0.3891
H: 0.0118 6.8600 -1.6654  0.3796
C: -2.6232 -1.2931 5.2923  -0.7388
O: -2.7725 -1.8545 3.9730  -0.3367
C: -2.3491 -1.1711 2.9434  0.9756
S: -1.7311 0.4028 3.0540  -0.5234
S: -2.4145 -1.9016 1.4225  -0.3191
H: -3.0224 -2.0440 5.9648  0.2789
H: -3.1863 -0.3648 5.3710  0.3567
H: -1.5694 -1.1111 5.4953  0.3151

Computed properties:
Highest occupied orbital energy in eV: -9.94
ΔE to the lowest compared entry with this formula, charge and spin in kcal per mole: 2.6
Kohn-Sham gap in eV: 7.11
Total charge: +1